Molecular formula: C36H50AsBBrCrF4IN3OP
Method: DFT, wB97M-V/def2-TZVPD

Properties
⟨S²⟩ ... 6.022
Molar mass ... 992.32 g/mol
Spin multiplicity ... 5
LUMO level (alpha / beta) ... -0.24 / -0.54 eV
E_tot ... -8559.15162 hartree

Last column: Löwdin charge in e.
CARTESIAN COORDINATES (ANGSTROEM)
Cr 0.32 0.00 0.04  0.491
F 3.92 -1.56 -0.64  0.184
B 3.20 -0.41 -0.53  -1.289
F 2.40 -0.17 -1.66  0.108
F 3.94 0.70 -0.20  0.162
F 2.20 -0.62 0.55  -0.049
O -1.47 0.75 -0.48  -0.304
N -2.56 1.08 0.11  0.023
C -2.72 0.78 1.38  -0.329
C -1.64 0.09 2.03  -0.216
N -0.59 -0.40 2.13  0.163
C -3.92 1.15 2.05  -0.193
N -4.88 1.45 2.61  0.165
Br 0.68 4.32 6.96  0.721
C -0.80 5.03 6.03  -0.747
C -1.20 6.32 6.35  -0.135
C -2.28 6.90 5.69  -0.079
C -2.96 6.19 4.72  -0.079
C -2.56 4.90 4.40  -0.156
C -1.48 4.31 5.05  -0.743
I -0.95 2.39 4.49  1.013
H -0.66 6.87 7.11  0.098
H -2.58 7.90 5.95  0.107
H -3.80 6.63 4.21  0.108
H -3.10 4.34 3.65  0.088
C 2.30 2.87 1.81  -0.251
As 1.13 2.45 0.33  1.177
C -0.32 3.71 0.63  -0.274
C 1.97 3.23 -1.26  -0.287
C 2.74 4.48 -0.97  -0.312
C 2.15 5.74 -1.08  -0.062
C 2.86 6.89 -0.76  -0.084
C 4.17 6.80 -0.32  -0.093
C 4.77 5.55 -0.22  -0.078
C 4.07 4.40 -0.54  -0.056
H 2.55 3.93 1.79  0.039
H 3.19 2.26 1.75  0.032
H 1.75 2.64 2.73  -0.011
H 0.10 4.72 0.68  0.031
H -0.81 3.47 1.57  -0.023
H -1.04 3.64 -0.19  0.033
H 1.13 3.43 -1.93  0.084
H 2.59 2.46 -1.70  0.069
H 1.13 5.81 -1.42  0.109
H 2.38 7.85 -0.85  0.101
H 4.72 7.69 -0.07  0.100
H 5.80 5.47 0.11  0.104
H 4.53 3.43 -0.46  0.114
C -4.17 -4.25 -0.04  -0.198
C -3.27 -4.01 1.17  -0.184
C -1.81 -3.74 0.75  -0.191
C -1.73 -3.14 -0.66  -0.420
C -2.92 -2.19 -0.85  -0.205
C -4.23 -2.99 -0.92  -0.177
P -0.13 -2.30 -0.97  1.102
C 0.08 -2.15 -2.81  -0.395
C -0.40 -3.34 -3.67  -0.189
C -1.70 -3.03 -4.40  -0.194
C -1.51 -1.88 -5.39  -0.188
C -0.53 -0.83 -4.86  -0.184
C -0.51 -0.82 -3.33  -0.218
C 1.23 -3.44 -0.50  -0.424
C 1.49 -3.55 1.01  -0.206
C 2.93 -4.04 1.23  -0.175
C 3.36 -5.05 0.15  -0.190
C 2.15 -5.80 -0.39  -0.191
C 1.19 -4.85 -1.12  -0.185
H -5.17 -4.54 0.27  0.108
H -3.77 -5.09 -0.61  0.112
H -3.30 -4.86 1.85  0.110
H -3.66 -3.15 1.73  0.112
H -1.23 -4.67 0.79  0.102
H -1.35 -3.06 1.47  0.094
H -1.82 -3.95 -1.40  0.108
H -2.82 -1.55 -1.72  0.089
H -2.95 -1.53 0.01  0.087
H -4.43 -3.28 -1.96  0.105
H -5.05 -2.36 -0.61  0.113
H 1.17 -2.06 -2.90  0.112
H -0.49 -4.26 -3.09  0.079
H 0.38 -3.56 -4.42  0.122
H -2.47 -2.77 -3.66  0.093
H -2.07 -3.92 -4.91  0.113
H -2.48 -1.42 -5.61  0.107
H -1.14 -2.28 -6.34  0.107
H -0.79 0.16 -5.24  0.109
H 0.48 -1.04 -5.22  0.116
H -1.52 -0.65 -2.96  0.094
H 0.09 0.01 -2.96  0.098
H 2.10 -2.91 -0.91  0.098
H 0.78 -4.26 1.45  0.098
H 1.32 -2.60 1.52  0.090
H 3.00 -4.49 2.22  0.111
H 3.60 -3.18 1.22  0.103
H 4.10 -5.74 0.56  0.107
H 3.85 -4.52 -0.67  0.113
H 1.63 -6.29 0.44  0.112
H 2.45 -6.61 -1.06  0.108
H 0.18 -5.26 -1.10  0.100
H 1.48 -4.78 -2.17  0.108



Molecular formula: C11H19BN2O4PSe3TeW
Method: DFT, wB97M-V/def2-TZVPD

Properties
⟨S²⟩ ... 2.071
Molar mass ... 833.39 g/mol
Spin multiplicity ... 3
Total charge ... +1
LUMO level (alpha / beta) ... -3.97 / -4.89 eV
E_tot ... -8746.53662 hartree

Last column: Löwdin charge in e.
CARTESIAN COORDINATES (ANGSTROEM)
W -1.96 0.42 0.12  0.176
C 3.55 1.78 -0.34  -0.022
O 2.12 1.90 -0.37  0.011
C 1.33 0.87 -0.70  -0.544
O 0.13 1.09 -0.65  -0.201
N 1.95 -0.24 -1.11  0.034
N 1.23 -1.36 -1.53  0.081
H 3.91 2.75 0.00  0.107
H 3.94 1.58 -1.34  0.104
H 3.86 1.02 0.37  0.102
H 2.94 -0.31 -0.97  0.137
H 1.35 -2.12 -0.87  0.099
H 1.54 -1.62 -2.46  0.106
Se -2.22 -1.66 -0.81  0.330
Se -4.26 1.59 0.11  0.015
Te -3.85 0.17 2.05  0.649
Se -1.20 1.84 1.99  0.377
C -0.91 0.77 -3.39  -0.239
P -2.10 1.45 -2.22  0.626
C -1.83 3.23 -2.23  -0.231
C -3.66 1.20 -3.11  -0.280
H -1.12 1.21 -4.37  0.062
H -1.02 -0.31 -3.44  0.037
H 0.11 1.01 -3.11  0.039
H -1.77 3.58 -3.26  0.063
H -0.91 3.47 -1.70  0.053
H -2.67 3.73 -1.74  0.047
H -3.55 1.58 -4.13  0.061
H -4.48 1.72 -2.63  0.006
H -3.89 0.14 -3.14  0.050
O 0.80 -0.85 1.53  0.094
B -0.58 -0.66 1.62  -0.940
O -1.09 -1.37 2.73  0.032
C -0.01 -2.01 3.29  -0.203
C 0.02 -2.84 4.38  0.026
C 1.27 -3.35 4.74  -0.066
C 2.42 -3.03 4.02  -0.072
C 2.37 -2.19 2.91  0.009
C 1.13 -1.70 2.58  -0.193
H -0.87 -3.08 4.94  0.127
H 1.35 -4.01 5.59  0.109
H 3.37 -3.45 4.32  0.108
H 3.25 -1.92 2.35  0.117



Molecular formula: C4H11NO
Method: DFT, wB97M-V/def2-TZVPD

Properties
Molar mass ... 89.14 g/mol
Spin multiplicity ... 1
LUMO level ... 0.93 eV
E_tot ... -288.98082 hartree

Last column: Löwdin charge in e.
CARTESIAN COORDINATES (ANGSTROEM)
C -1.05 1.34 -0.51  -0.068
C -0.55 -0.09 -0.66  -0.396
N -1.56 -1.09 -0.23  0.036
C 0.77 -0.36 0.03  -0.411
C 1.82 0.72 -0.10  -0.043
O 0.68 -0.60 1.44  -0.039
H -0.90 1.76 0.46  0.071
H -0.43 2.02 -1.10  0.074
H -2.12 1.44 -0.70  0.074
H -0.46 -0.35 -1.71  0.138
H -1.59 -1.17 0.78  0.050
H -2.47 -0.85 -0.60  0.067
H 1.19 -1.29 -0.39  0.141
H 2.57 0.56 0.68  0.085
H 2.23 0.80 -1.10  0.087
H 1.40 1.70 0.16  0.071
H -0.06 -1.15 1.70  0.066



Molecular formula: C3H4N2S
Method: DFT, wB97M-V/def2-TZVPD

Properties
Molar mass ... 100.15 g/mol
Spin multiplicity ... 1
LUMO level ... 0.70 eV
E_tot ... -624.41958 hartree

Last column: Löwdin charge in e.
CARTESIAN COORDINATES (ANGSTROEM)
S -1.77 -1.84 1.04  0.514
C -0.73 -0.73 0.40  -0.960
N -0.99 0.21 -0.52  0.064
C 0.19 0.91 -0.76  -0.108
C 1.14 0.40 -0.01  -0.104
N 0.58 -0.66 0.69  0.052
H -1.85 0.52 -0.92  0.154
H 0.19 1.77 -1.43  0.120
H 2.16 0.66 0.19  0.118
H 1.09 -1.25 1.33  0.151



Molecular formula: C23H53O5OsP3
Method: DFT, wB97M-V/def2-TZVPD

Properties
⟨S²⟩ ... 6.019
Molar mass ... 692.82 g/mol
Spin multiplicity ... 5
Total charge ... +4
LUMO level (alpha / beta) ... -11.50 / -17.19 eV
E_tot ... -2397.36616 hartree

Last column: Löwdin charge in e.
CARTESIAN COORDINATES (ANGSTROEM)
Os 0.30 -0.33 -0.20  0.768
C 0.97 0.13 -1.95  -0.372
O 1.36 0.41 -3.02  0.156
C -0.33 -0.74 1.57  -0.357
O -0.72 -0.96 2.65  0.134
P 2.46 0.23 0.66  1.007
C 2.67 2.03 1.10  -0.513
H 3.72 2.14 1.41  0.111
C 2.87 -0.71 2.23  -0.451
H 1.90 -0.75 2.77  0.116
C 3.90 0.04 -0.52  -0.437
H 3.61 0.72 -1.34  0.137
C -0.94 -2.44 -2.94  -0.448
P -1.45 -1.47 -1.42  1.024
H -3.58 -1.08 -2.45  0.125
H -0.50 -1.66 -3.59  0.129
C -2.41 -2.79 -0.52  -0.453
H -2.87 -3.39 -1.31  0.121
C 3.28 -2.15 1.94  -0.060
H 4.27 -2.21 1.46  0.092
H 2.55 -2.67 1.30  0.084
H 3.35 -2.71 2.88  0.129
C 3.88 -0.02 3.16  -0.031
H 4.13 -0.72 3.96  0.133
H 3.47 0.89 3.63  0.087
H 4.81 0.25 2.64  0.094
C 5.25 0.52 0.01  -0.030
H 5.26 1.57 0.30  0.095
H 6.00 0.41 -0.79  0.140
H 5.60 -0.09 0.85  0.101
C 4.03 -1.37 -1.11  -0.061
H 4.56 -1.29 -2.07  0.138
H 3.06 -1.85 -1.30  0.058
H 4.63 -2.03 -0.47  0.096
C 2.42 2.90 -0.14  -0.077
H 3.33 3.04 -0.73  0.103
H 2.06 3.89 0.18  0.109
H 1.65 2.46 -0.79  0.043
C 1.77 2.45 2.25  -0.082
H 0.72 2.53 1.92  0.024
H 2.08 3.45 2.59  0.131
H 1.80 1.77 3.11  0.073
C -2.11 -3.10 -3.70  -0.044
H -2.98 -2.45 -3.85  0.086
H -2.45 -4.02 -3.20  0.106
H -1.75 -3.40 -4.69  0.138
C 0.13 -3.49 -2.65  -0.060
H -0.31 -4.41 -2.23  0.100
C -3.29 0.68 -1.26  -0.127
H 0.91 -3.13 -1.97  0.062
H 0.61 -3.77 -3.60  0.139
C -2.28 0.26 -3.53  -0.062
H -2.86 1.67 -1.47  0.062
H -4.38 0.78 -1.37  0.127
H -3.08 0.45 -0.21  0.024
C -2.76 -0.38 -2.22  -0.489
H -2.95 1.10 -3.78  0.117
H -2.29 -0.43 -4.37  0.094
H -1.26 0.66 -3.41  0.070
C -3.53 -2.21 0.35  -0.040
H -3.12 -1.59 1.16  0.078
H -4.08 -3.04 0.82  0.137
H -4.25 -1.62 -0.22  0.089
C -1.49 -3.70 0.30  -0.064
H -0.65 -4.09 -0.28  0.070
H -2.07 -4.56 0.67  0.130
H -1.09 -3.16 1.17  0.062
H -0.89 0.85 -0.23  -0.013
H 0.09 1.28 0.17  -0.004
C -1.79 2.30 3.91  -0.040
O -1.36 2.94 2.69  -0.261
P -1.77 2.64 1.16  0.943
O -3.39 2.76 1.12  -0.262
C -4.36 2.13 1.98  -0.044
O -1.26 4.01 0.40  -0.224
C -1.74 4.28 -0.93  -0.053
H -0.90 1.86 4.38  0.105
H -2.52 1.49 3.75  0.084
H -2.21 3.08 4.55  0.133
H -4.09 1.09 2.26  0.091
H -4.53 2.73 2.89  0.122
H -5.29 2.08 1.40  0.117
H -1.45 3.47 -1.62  0.082
H -2.83 4.40 -0.94  0.110
H -1.27 5.21 -1.27  0.123



Molecular formula: C10H23Br4Cl4NO
Method: DFT, wB97M-V/def2-TZVPD

Properties
⟨S²⟩ ... 0.754
Molar mass ... 634.73 g/mol
Spin multiplicity ... 2
Total charge ... +1
LUMO level (alpha / beta) ... -2.92 / -8.92 eV
E_tot ... -12661.23768 hartree

Last column: Löwdin charge in e.
CARTESIAN COORDINATES (ANGSTROEM)
Br -5.41 2.45 -1.45  0.585
C -4.42 3.63 -0.20  -0.643
C -3.49 4.52 -0.98  -0.618
Br -2.12 3.46 -2.02  0.549
H -3.89 2.94 0.47  0.003
H -5.20 4.23 0.27  0.067
H -3.11 5.31 -0.33  0.072
H -4.01 5.10 -1.74  0.051
Br -4.69 0.36 1.50  0.693
C -3.37 -0.33 0.18  -0.645
C -1.95 0.09 0.41  -0.646
Br -0.72 -0.65 -0.96  0.661
H -3.67 0.15 -0.75  0.012
H -3.33 -1.41 0.05  0.063
H -1.64 -0.13 1.43  0.067
H -1.83 1.16 0.23  0.018
C 2.76 -2.47 0.10  0.008
C 4.10 -1.70 0.43  -0.327
C 5.28 -2.60 0.64  -0.163
O 6.49 -1.89 1.06  -0.181
C 7.69 -2.71 1.06  -0.058
N 4.37 -0.82 -0.67  0.351
H 2.98 -3.08 -0.78  0.098
H 1.82 -1.97 -0.11  0.033
H 2.65 -3.17 0.92  0.097
H 3.87 -1.06 1.28  0.205
H 5.51 -3.20 -0.24  0.144
H 4.95 -3.23 1.46  0.141
H 7.83 -3.27 0.13  0.087
H 7.64 -3.50 1.81  0.092
H 8.58 -2.11 1.23  0.097
H 3.65 -0.11 -0.64  0.098
H 5.22 -0.33 -0.44  0.154
C 1.72 1.63 -2.70  -1.085
Cl 0.71 2.79 -3.52  0.515
Cl 2.01 2.20 -1.11  0.535
H 1.05 0.77 -2.59  -0.053
H 2.65 1.48 -3.26  0.039
C -8.03 -0.40 1.97  -1.130
Cl -8.19 -2.14 2.13  0.509
Cl -9.57 0.36 2.21  0.541
H -7.17 -0.09 2.57  -0.032
H -7.70 -0.25 0.95  0.000



Asked for maximum force across the records above, the calculation gives 0.952, 1.463, 1.328, 2.322, 5.699, 4.035 eV/Å in order.